{
  "formula": "C24H72O24",
  "method": "ωB97M-V with the def2-TZVPD basis set",
  "e_tot_ha": -2763.112189,
  "spin_multiplicity": 2,
  "homo_lumo_gap_ev": [2.13, 9.52],
  "total_charge": -1,
  "homo_ha": [-0.004, -0.276],
  "e_lumo_ha": [0.0738, 0.0733],
  "symbols": ["C", "C", "O", "O", "H", "H", "H", "H", "H", "H", "C", "C", "O", "O", "H", "H", "H", "H", "H", "H", "C", "C", "O", "O", "H", "H", "H", "H", "H", "H", "C", "C", "O", "O", "H", "H", "H", "H", "H", "H", "C", "C", "O", "O", "H", "H", "H", "H", "H", "H", "C", "C", "O", "O", "H", "H", "H", "H", "H", "H", "C", "C", "O", "O", "H", "H", "H", "H", "H", "H", "C", "C", "O", "O", "H", "H", "H", "H", "H", "H", "C", "C", "O", "O", "H", "H", "H", "H", "H", "H", "C", "C", "O", "O", "H", "H", "H", "H", "H", "H", "C", "C", "O", "O", "H", "H", "H", "H", "H", "H", "C", "C", "O", "O", "H", "H", "H", "H", "H", "H"],
  "positions_angstrom": [[-2.722339, 4.456725, 2.466830], [-2.456486, 4.995682, 1.070041], [-3.559971, 5.792287, 0.615864], [-3.786755, 3.588485, 2.465809], [-2.758712, 5.272512, 3.188817], [-1.859496, 3.886746, 2.811412], [-2.311263, 4.140019, 0.410605], [-1.510178, 5.535494, 1.104962], [-3.955477, 5.387623, -0.159649], [-3.868605, 3.429008, 3.408922], [1.115178, -0.200507, -0.146205], [-0.343537, 0.175491, 0.427055], [-0.891406, 1.454925, 0.056477], [1.089841, -0.470375, -1.528232], [1.555979, -1.059962, 0.358910], [1.773758, 0.666718, -0.098460], [-0.390327, 0.072344, 1.511161], [-1.045246, -0.566389, 0.045855], [-0.283609, 2.175296, 0.238823], [0.701537, 0.331576, -1.885576], [-1.242027, 2.284864, -3.481717], [0.144465, 2.861591, -3.023627], [1.061008, 1.809480, -2.931911], [-1.709995, 1.296252, -2.578397], [-1.181329, 1.944799, -4.515532], [-1.954087, 3.077665, -3.710910], [0.232383, 3.446442, -2.108030], [0.520929, 3.488220, -3.832161], [1.933223, 2.210516, -2.937136], [-1.434340, 1.525128, -1.687766], [0.546886, -4.353686, 0.741286], [-0.710146, -5.181226, 0.589377], [-1.911300, -4.474358, 0.814292], [0.617875, -3.832716, 2.102014], [0.514241, -3.519513, 0.040432], [1.448286, -4.941327, 0.567358], [-0.726870, -6.056709, 1.238496], [-0.695632, -5.636666, -0.400798], [-2.643556, -5.079124, 0.674091], [1.552934, -3.656348, 2.229102], [0.569372, -3.887760, -2.818860], [1.017473, -5.274875, -3.000838], [2.431574, -5.172922, -3.328291], [0.309601, -3.241060, -4.029620], [1.304665, -3.363568, -2.208394], [-0.389528, -3.989588, -2.310691], [0.389738, -5.750326, -3.754484], [0.919990, -5.822828, -2.063628], [2.838719, -4.541626, -2.730548], [0.546786, -2.311067, -4.008157], [-3.833415, -2.740831, 2.906051], [-3.749320, -1.635638, 1.758460], [-3.361895, -2.088861, 0.419548], [-2.624697, -3.277102, 3.265917], [-4.458190, -3.569918, 2.573816], [-4.320228, -2.345957, 3.797788], [-3.101767, -0.851036, 2.149846], [-4.631780, -1.003500, 1.659720], [-2.655570, -2.717752, 0.584466], [-2.280615, -3.725103, 2.489707], [4.598542, -0.936318, -1.953573], [5.691981, -0.474514, -1.003642], [6.492495, -1.585599, -0.544531], [3.540754, -1.624409, -1.305599], [5.023806, -1.690097, -2.616205], [4.302512, -0.103941, -2.592034], [5.164011, 0.031533, -0.195394], [6.179923, 0.375628, -1.480378], [6.818507, -2.062267, -1.311401], [2.679050, -1.339016, -1.618037], [2.862449, 3.343548, 2.419684], [1.361184, 3.588278, 2.241885], [0.873031, 3.161329, 0.964542], [3.585158, 4.017781, 1.394149], [3.171876, 2.312807, 2.246669], [3.210289, 3.751363, 3.368783], [1.160658, 4.651456, 2.374334], [0.829286, 2.972282, 2.966966], [1.466322, 3.624537, 0.368689], [4.531469, 3.856868, 1.408258], [-4.922823, 3.141201, -1.838939], [-4.656926, 2.081664, -0.795216], [-5.683735, 2.093980, 0.215815], [-4.966825, 4.441790, -1.243271], [-5.826556, 2.906071, -2.401143], [-4.159662, 3.199977, -2.614983], [-3.761064, 2.260989, -0.200763], [-4.577790, 1.101934, -1.266352], [-5.291932, 2.599620, 0.931647], [-5.897445, 4.636596, -1.110582], [-2.104597, 0.708166, 4.373976], [-3.166699, 0.538496, 5.450799], [-3.495689, -0.751487, 5.792000], [-0.834948, 0.828611, 4.962667], [-2.241382, 1.653579, 3.849014], [-2.054186, -0.131172, 3.680373], [-4.077351, 1.016636, 5.089972], [-2.917812, 1.149061, 6.318761], [-2.697178, -1.271438, 5.675262], [-0.708928, 1.711034, 5.319116], [1.719213, 0.735836, -6.563220], [0.973611, -0.469291, -5.889436], [1.463842, -0.771367, -4.573755], [3.079934, 0.551684, -6.809832], [1.671970, 1.563483, -5.855502], [1.097365, 1.023010, -7.411117], [1.091231, -1.379471, -6.477505], [-0.099523, -0.278544, -5.878843], [1.234490, 0.017293, -4.076740], [3.232419, -0.361152, -7.064954], [4.754395, -1.520147, 3.349521], [3.495995, -1.631362, 2.538174], [3.294576, -3.013440, 2.194796], [4.498643, -2.146999, 4.549020], [4.957034, -0.468090, 3.550095], [5.655012, -1.970584, 2.932269], [3.588923, -1.064924, 1.611563], [2.622767, -1.192253, 3.020609], [4.091834, -3.334418, 1.767064], [4.299745, -3.041484, 4.262786]],
  "forces_ev_per_angstrom": [[2.191, 0.824, -0.790], [-0.833, -0.252, 0.130], [1.150, 0.326, 0.897], [-1.498, -0.457, 0.675], [-0.767, 0.356, 0.029], [0.724, -0.048, -0.298], [0.042, -0.108, -0.141], [-0.064, 0.372, -0.185], [-0.071, -0.395, -0.196], [-0.806, -0.643, -0.001], [-1.383, 1.272, 0.487], [0.936, -0.419, -0.438], [-0.295, -1.164, -0.756], [-0.706, -1.103, 0.068], [-0.231, 0.070, 0.201], [0.170, 0.172, 0.983], [0.416, 0.085, 0.224], [-0.028, -0.002, -0.193], [0.600, 0.152, 0.572], [0.084, 0.362, -0.902], [1.073, 0.666, 0.875], [-0.864, 0.178, -1.625], [-0.335, -1.363, -0.098], [-0.365, 0.130, -1.631], [0.654, -1.123, 0.143], [-0.327, 0.658, 1.021], [-0.855, 0.109, 0.203], [-0.320, 0.562, -0.120], [1.031, 0.171, 0.265], [0.155, 0.102, 0.807], [-0.633, 0.817, 1.623], [0.644, -1.384, -0.179], [0.004, 0.607, -0.071], [-0.536, -0.670, -1.190], [0.043, 0.073, -0.160], [-0.189, -0.296, -0.349], [0.445, 0.070, 0.511], [-0.110, 0.323, -0.448], [-0.125, 0.009, -0.097], [0.403, 0.326, 0.260], [-1.685, 0.638, 0.348], [1.972, 0.492, 0.140], [-0.534, -1.499, -0.821], [0.002, -0.595, -0.678], [-0.168, 0.290, 0.216], [-0.244, 0.483, 0.724], [0.687, -0.193, -0.387], [-0.140, -0.157, 0.130], [-0.182, 0.138, 0.112], [0.396, 0.437, 0.171], [-1.559, 0.815, -1.751], [0.069, -0.072, 0.438], [-0.671, 0.476, 1.999], [1.317, 0.154, 0.706], [-0.575, 0.004, -0.363], [0.109, 0.391, -0.081], [0.964, -0.238, -0.255], [-0.704, -0.796, -0.206], [0.376, -0.213, -0.362], [0.577, -0.246, -0.102], [0.254, -0.759, -0.299], [-1.269, -0.313, -0.314], [-0.273, 1.164, 0.320], [0.539, -0.166, 0.617], [0.446, 0.062, -0.462], [-0.489, 0.130, 0.193], [0.280, -0.527, 0.674], [0.984, -0.392, -0.211], [-0.071, 0.098, -0.176], [-0.327, 0.575, -0.351], [0.885, 0.079, -0.967], [0.453, -0.716, -0.012], [0.607, 0.592, 0.763], [-1.014, 1.203, -0.609], [-0.670, -0.498, 0.841], [-0.283, -0.346, 0.454], [-0.126, 0.052, 0.159], [-0.057, 0.221, 0.221], [0.317, 0.067, -1.011], [0.155, -0.338, 0.179], [0.617, 0.025, -0.251], [-0.050, 0.081, 0.798], [-0.203, -0.180, -0.597], [-0.671, -0.157, -0.518], [-0.396, 0.136, 0.297], [0.387, -0.329, 0.231], [0.601, 0.067, -0.758], [-0.112, -0.067, 0.094], [-0.142, 0.132, 0.287], [0.027, 0.185, 0.316], [0.153, 0.841, 0.648], [-0.825, 1.618, -0.964], [0.116, -1.180, 0.245], [1.441, -0.616, 0.355], [-0.672, -0.173, -0.534], [-0.170, 0.069, 0.042], [-0.351, -0.094, -0.234], [0.515, 0.002, 0.300], [0.074, -0.442, 0.138], [-0.154, -0.027, -0.004], [-1.327, -0.640, 1.562], [1.050, 0.236, -0.250], [-0.422, 0.202, -0.956], [0.242, -0.221, -0.383], [-0.109, 0.163, 0.047], [0.287, -0.001, -0.591], [0.206, -0.091, -0.101], [-0.141, 0.286, 0.112], [0.141, 0.369, 0.745], [0.033, -0.112, -0.049], [-0.386, 1.211, -0.017], [0.820, 0.360, -1.941], [-0.569, -0.025, 0.635], [0.170, -0.865, 1.687], [0.117, 0.079, -0.016], [-0.037, 0.131, -0.836], [0.150, 0.055, -0.284], [0.032, -0.632, 0.450], [0.073, 0.129, -0.326], [-0.289, -0.386, 0.530]],
  "mulliken_charge": [-0.2815, 0.2974, -0.6188, -0.3609, 0.4025, 0.0469, -0.4065, 0.2238, 0.5297, 0.2609, 0.2320, -1.0873, -0.3543, 0.1112, 0.0997, 0.2501, 0.4072, 0.2843, 0.0112, -0.5041, -0.4991, -1.3455, 1.9746, -0.4890, 0.3534, 0.3075, 0.3993, 0.2900, -1.0980, 0.1242, 0.4526, -0.9207, -0.3517, -0.4651, -0.4067, 0.4875, 0.4195, 0.3919, 0.1405, 0.3220, 0.6034, -0.2784, -0.5585, -0.6455, -0.1995, 0.0847, 0.3403, 0.1418, 0.3026, 0.3424, -0.6504, 0.3454, -0.5579, -0.5369, 0.3263, 0.4345, -0.4602, 0.4783, 0.2937, 0.4398, -0.1845, -0.7425, -0.4369, -0.3442, 0.2863, 0.2016, 0.0976, 0.4186, 0.3348, 0.0235, -0.6088, -0.2698, -0.1692, 0.0672, 0.1418, 0.4092, 0.2204, 0.1967, 0.0167, 0.0916, -0.4268, 0.6918, -0.6517, -0.5659, 0.3821, 0.0344, -0.5353, 0.3777, 0.3377, 0.2832, 0.9199, -0.4030, -0.5475, -0.5758, -0.4090, -0.3454, 0.3033, 0.3086, 0.3521, 0.3294, -0.0986, -0.7456, -0.5443, -0.4369, -0.0674, 0.3026, 0.4146, 0.3812, 0.0926, 0.3254, -0.7009, 0.4525, -0.6672, -0.5242, 0.3491, 0.2936, -0.2201, 0.2884, 0.2743, 0.3442]
}